{
  "formula": "C3H4N2O3",
  "method": "ωB97M-V with the def2-TZVPD basis set",
  "species": ["N", "C", "C", "O", "H", "C", "O", "N", "O", "H", "H", "H"],
  "coordinates": [[2.2633, 0.6768, -1.1023], [1.8550, -0.3053, -0.4864], [1.6052, -0.9350, 0.6876], [1.0850, -1.7658, 1.3224], [2.8527, 1.3083, -0.6125], [-1.7861, -0.3594, -0.5588], [-1.0255, 0.8098, -0.1797], [-0.7029, 0.8414, 1.1679], [-0.2015, 1.8441, 1.5231], [-1.7537, -0.9679, 0.4231], [-1.2783, -1.0178, -1.2791], [-2.9132, -0.1293, -0.9051]],
  "forces_ev_per_a": [[-0.079, -0.507, -1.161], [-0.681, -0.304, 0.348], [0.239, -0.257, -0.079], [0.065, 0.069, 0.035], [0.569, 0.891, 0.808], [-1.469, -1.157, 2.147], [-0.145, 0.834, -1.294], [-0.288, -0.335, 0.959], [-0.336, -0.542, -1.066], [-0.751, 0.611, -1.528], [0.069, 0.886, -0.095], [2.808, -0.191, 0.925]],
  "lowdin_charge": [0.14, -0.15, -0.20, 0.13, 0.06, -0.09, -0.17, -0.08, 0.06, 0.10, 0.07, 0.13],
  "smiles": "N=C=C=O.CON=O",
  "homo_energy_ev": -8.651,
  "e_above_lowest_kj_mol": 688.7
}

{
  "formula": "C3H4N2OS",
  "method": "ωB97M-V with the def2-TZVPD basis set",
  "species": ["C", "C", "C", "N", "N", "O", "S", "H", "H", "H", "H"],
  "coordinates": [[-1.3259, -0.7601, -0.4250], [-2.0541, 0.0730, 0.3470], [0.2814, 0.4565, 0.4799], [2.5936, 1.0110, 0.4120], [0.0427, -0.5150, -0.3730], [0.8834, -1.1598, -1.0403], [-1.0537, 1.1984, 1.1967], [-1.6670, -1.5487, -1.0697], [-3.1179, 0.0831, 0.4738], [2.5667, 1.1182, -0.6001], [2.8509, 0.0434, 0.5987]],
  "forces_ev_per_a": [[-0.699, 0.111, 0.071], [0.211, 0.025, -0.010], [4.366, 1.004, -0.232], [-3.537, -0.134, 0.793], [-0.601, 0.649, 0.850], [0.826, -0.701, -0.776], [-0.064, -0.236, -0.175], [0.002, -0.097, -0.055], [-0.202, -0.028, 0.013], [-0.154, -0.326, -0.223], [-0.150, -0.269, -0.256]],
  "lowdin_charge": [-0.12, -0.38, -0.34, 0.14, -0.39, -0.10, 1.01, 0.13, 0.07, -0.02, -0.02],
  "homo_energy_ev": [-8.496, -8.496],
  "e_above_lowest_kj_mol": 648.4
}